No. 1
ORCA calculation (wB97M-V/def2-TZVPD) on a single C3H6N2O molecule.

XYZ file:
```
12
Properties=species:S:1:pos:R:3:forces:R:3:mulliken_charge:R:1
O -1.58823 2.44135 -1.05778 -0.01 -0.29 0.23 -0.555
C -1.47561 1.46518 -0.34644 0.04 0.07 -0.05 0.045
N 1.71881 -0.68570 -0.80145 -0.05 -0.27 0.30 -0.549
C 1.03234 -1.14733 0.15783 0.05 0.13 -0.15 -0.085
C -0.17608 -0.39292 0.65290 -0.04 -0.06 0.03 -0.480
N -0.29907 0.85541 -0.05167 -0.06 0.15 -0.15 -0.115
H 2.50230 -1.29312 -1.03549 -0.04 0.03 0.05 0.254
H 1.26138 -2.07929 0.69008 -0.04 0.10 -0.12 0.359
H -2.34237 0.97867 0.14612 0.06 0.09 -0.06 0.279
H -1.06560 -1.02184 0.50044 0.14 0.08 0.03 0.332
H -0.07924 -0.25188 1.74080 0.04 -0.03 -0.16 0.225
H 0.51138 1.13145 -0.59534 -0.09 0.01 0.05 0.291
```
Forces are in eV/Å.

As for the HOMO-LUMO gap: 10.52 eV. The calculation puts the relative energy (zero: lowest compared OMol25 entry of this formula, charge and spin) at 105.4 kJ/mol. The structure (SMILES) is [H]/N=C/CNC=O.


No. 2
ORCA calculation (wB97M-V/def2-TZVPD) on a molecular structure, CH3NO2S in a non-equilibrium geometry.

XYZ file:
```
8
Properties=species:S:1:pos:R:3:forces:R:3:mulliken_charge:R:1
C -0.08154 -1.74180 -1.34439 -0.18 -0.14 -0.14 -0.225
N -0.77660 -0.94051 -0.87315 0.00 -0.14 -0.10 -0.005
O -1.80883 1.27546 0.66019 -0.25 0.33 0.39 -0.475
O 0.33559 2.09865 1.45781 -0.29 0.24 0.30 -0.324
S -1.08958 2.12518 1.57392 0.46 -0.50 -0.63 0.718
H 2.04642 -1.39164 -0.69633 1.34 0.34 0.68 -0.226
H 2.71305 -1.19529 -0.32936 -1.06 -0.30 -0.60 0.234
H -1.33851 -0.23006 -0.44870 -0.03 0.17 0.09 0.303
```
Forces are in eV/Å.

As for the HOMO-LUMO gap: 9.24 eV. The calculation puts the relative energy (zero: lowest compared OMol25 entry of this formula, charge and spin) at 209.3 kJ/mol.


No. 3
ORCA calculation (wB97M-V/def2-TZVPD) on a single C16H25BBr3ClF3N5O7P2S molecule in a non-equilibrium geometry.

XYZ file:
```
64
Properties=species:S:1:pos:R:3:forces:R:3:mulliken_charge:R:1
C 4.19381 1.94257 -1.51868 0.00 -0.13 -0.11 -0.708
C 4.85667 0.76477 -0.80747 -0.42 0.05 -0.09 -0.493
S 4.51416 0.69299 0.97654 0.31 -0.16 0.01 -0.070
C 3.05903 -0.37662 0.99323 -0.03 0.39 0.04 -1.060
N 1.77654 0.31565 1.22658 0.10 0.03 -0.15 0.504
C 0.76127 0.06979 0.38277 0.73 -0.19 0.00 -0.161
N -0.34436 0.90668 0.40608 0.44 0.11 -1.67 1.280
C -0.03785 2.27649 -0.07807 0.45 -0.20 0.67 -1.054
C -0.51724 3.45317 0.75574 -0.18 0.86 -0.22 -0.077
O -0.37404 4.57371 0.39010 -0.01 -0.70 0.15 -0.484
Cl -1.28812 3.11477 2.31792 -0.06 0.00 -0.04 -0.136
C -1.55855 0.23796 -0.14823 -0.69 0.16 0.78 -0.268
C -2.15728 -0.55192 1.02744 -0.45 0.51 0.03 -0.601
C -3.22564 -1.57295 0.64610 0.12 -0.18 0.09 -1.210
C -4.36402 -1.73712 1.65062 -0.06 -0.48 -0.29 0.269
F -4.91360 -2.97168 1.42940 -0.04 0.07 -0.02 -0.329
Br -3.73594 -1.72122 3.47841 0.05 0.07 0.13 -0.059
C -5.52064 -0.73994 1.45881 -0.37 -0.27 0.83 0.485
F -5.10491 0.50215 1.73535 0.15 0.33 -0.08 -0.168
F -5.91345 -0.78541 0.19041 -0.07 0.11 -0.44 -0.187
Br -7.06658 -1.13265 2.58132 0.23 0.05 -0.17 -0.097
P -2.86104 1.49104 -0.70877 0.10 0.16 -1.24 1.001
N -2.73324 2.11438 -2.12957 0.45 0.10 0.53 -0.948
O -1.36366 -0.55246 -1.28101 0.43 0.19 0.29 -0.310
C -0.04962 -0.89077 -1.65185 0.08 0.21 -0.87 0.187
C 0.56441 0.07713 -2.66642 0.44 -0.10 0.35 -1.637
C -0.18145 0.17290 -3.96069 -0.28 0.02 -0.10 0.231
O -1.28724 -0.14470 -4.20329 0.14 -0.03 0.04 -0.369
Br 0.93695 1.01448 -5.34676 0.04 0.07 -0.02 -0.236
C -0.08715 -2.33686 -2.35341 0.57 0.80 0.02 0.493
O 0.89996 -2.54174 -3.05185 0.77 -0.02 -0.55 -0.727
O -1.04606 -3.00896 -2.05189 -1.45 -1.10 0.58 -0.690
N 0.89379 -0.93821 -0.49881 -1.95 -0.36 0.90 0.476
B 1.04564 -2.41899 -0.01396 0.87 -0.35 -0.40 0.560
C -0.02184 -3.17343 0.82235 0.14 -0.05 0.21 -0.845
O 2.19720 -3.05182 -0.40167 0.13 0.81 0.17 -0.651
P 1.57046 1.45711 2.60632 -0.37 -0.47 0.45 0.063
N 2.79180 0.94044 3.63865 -0.18 -0.37 -0.11 -0.526
O 2.24378 2.77772 1.95812 0.03 0.30 -0.05 -0.510
H 4.78232 2.23262 -2.38808 -0.02 0.07 -0.02 0.407
H 3.20748 1.65821 -1.88791 -0.07 0.03 0.06 -0.045
H 4.07249 2.80140 -0.86243 0.12 0.07 0.00 0.282
H 4.48223 -0.17079 -1.22148 0.22 -0.09 -0.06 0.323
H 5.93701 0.75628 -0.92224 0.06 0.12 0.13 0.441
H 3.03421 -0.84178 0.01593 -0.11 -0.18 0.01 0.300
H 3.19455 -1.13716 1.76100 -0.01 -0.04 0.00 0.331
H 1.04845 2.39526 -0.06925 -0.03 0.07 -0.08 0.838
H -0.36359 2.44284 -1.10314 -0.28 0.04 0.01 0.475
H -2.61753 0.20966 1.66675 0.14 0.01 0.13 0.926
H -1.36842 -0.98715 1.63523 0.05 -0.16 -0.05 0.337
H -3.64458 -1.36797 -0.33897 -0.07 -0.03 0.02 0.654
H -2.82052 -2.57962 0.57701 0.19 0.05 -0.11 0.119
H -2.90259 2.39543 0.36270 -0.13 -0.08 0.15 0.024
H -4.06495 0.79684 -0.57285 0.00 -0.16 0.42 -0.047
H -1.94961 1.78361 -2.67596 -0.21 -0.02 -0.27 0.293
H 0.73664 1.08187 -2.27162 -0.16 0.11 -0.08 0.539
H 1.54543 -0.33003 -2.90583 0.01 -0.02 -0.03 0.705
H -0.94331 -3.20464 0.24238 -0.09 0.11 0.06 0.107
H 0.31595 -4.20250 0.93908 0.00 -0.03 0.00 0.452
H -0.19591 -2.77575 1.82476 -0.14 0.15 -0.03 0.333
H 2.86647 -3.14975 0.27982 -0.03 -0.52 -0.04 0.370
H 2.40935 0.44300 4.43145 0.12 0.04 0.10 0.285
H 3.61967 0.47816 3.28362 0.14 0.21 0.19 0.215
H 3.06683 3.02352 2.40013 0.09 0.00 -0.17 0.395
```
Forces are in eV/Å.

As for the HOMO-LUMO gap: 8.13 eV. The calculation puts the relative energy (zero: lowest compared OMol25 entry of this formula, charge and spin) at 0.0 kJ/mol.


No. 4
ORCA calculation (wB97M-V/def2-TZVPD) on a single C26H30N4O3 molecule.

XYZ file:
```
63
Properties=species:S:1:pos:R:3:forces:R:3:mulliken_charge:R:1
O -4.06378 3.65646 1.67692 -0.11 0.40 -0.22 -0.684
C -3.66182 2.59193 2.09701 -0.25 -0.67 0.19 0.755
N -2.57470 2.42931 2.86860 0.33 -0.07 0.33 -0.027
H -2.27837 1.47421 3.06041 -0.13 0.10 -0.04 0.329
C -1.64326 3.51313 3.06577 -0.10 0.29 -0.21 -0.919
C -0.88449 3.83561 1.76636 -0.19 -0.23 0.05 -1.064
C -0.14489 2.60058 1.27531 -0.08 0.75 0.24 0.382
O -0.67797 1.75288 0.58566 -0.20 -0.32 -0.29 -0.467
N 1.13075 2.52884 1.71110 0.51 0.04 0.25 0.012
H 1.48133 3.29055 2.26765 -0.11 -0.01 -0.09 0.338
C 2.08085 1.48657 1.33920 -0.32 -0.23 -0.25 -0.395
C 2.32098 1.48154 -0.17250 0.24 -0.18 0.09 -0.524
C 3.29581 0.35618 -0.54019 0.00 0.26 -0.09 -1.255
N 2.86548 -0.95339 -0.09394 0.04 -0.18 -0.11 0.152
C 2.62775 -0.95166 1.33483 -0.12 0.03 0.20 -1.308
C 1.61164 0.10341 1.79378 0.30 -0.06 -0.06 0.306
H 1.51512 0.07787 2.88061 -0.04 0.00 0.05 0.453
H 0.63286 -0.10294 1.36182 -0.04 0.02 0.04 -0.445
H 2.28860 -1.94630 1.63252 0.06 -0.01 0.04 0.508
H 3.59028 -0.75955 1.82275 -0.01 -0.06 0.07 0.483
C 1.74890 -1.49269 -0.85629 0.07 -0.05 0.14 0.374
C 2.10642 -1.68695 -2.30290 -0.09 0.01 -0.03 -0.415
C 3.27505 -2.35488 -2.64924 -0.03 -0.01 0.00 -0.304
C 3.60238 -2.55319 -3.97773 0.07 -0.06 0.01 -0.676
C 2.76112 -2.09196 -4.97736 -0.02 0.02 -0.13 -0.383
C 1.59556 -1.42639 -4.64048 -0.02 0.00 -0.15 -0.774
C 1.27257 -1.22179 -3.30985 0.03 -0.02 0.10 -0.168
H 0.36473 -0.69650 -3.04800 -0.09 0.07 0.06 0.471
H 0.93791 -1.06138 -5.41628 -0.05 0.03 -0.06 0.402
H 3.01486 -2.24944 -6.01552 0.02 -0.01 -0.08 0.387
H 4.51437 -3.07137 -4.23699 0.07 -0.04 -0.02 0.395
H 3.92572 -2.70625 -1.86281 0.09 -0.03 0.09 0.399
H 0.83845 -0.87892 -0.78634 -0.06 -0.08 0.00 -0.160
H 1.51821 -2.47086 -0.42192 -0.05 0.15 0.01 0.335
H 3.43597 0.32320 -1.62257 0.10 0.06 0.06 0.498
H 4.26843 0.55461 -0.07595 0.04 0.03 -0.07 0.449
H 2.72812 2.44329 -0.49094 -0.02 0.04 -0.02 0.487
H 1.36781 1.33037 -0.67862 -0.03 0.06 -0.01 0.176
H 3.02240 1.72639 1.84888 -0.08 -0.01 -0.03 0.554
H -1.62010 4.12031 1.01297 0.11 0.01 0.01 0.374
H -0.20118 4.66827 1.93403 0.02 0.05 -0.01 0.409
H -0.95179 3.23308 3.86271 -0.07 0.04 -0.01 0.436
H -2.20962 4.39922 3.36876 0.16 -0.08 0.05 0.366
C -4.38158 1.26547 1.80944 -0.13 0.37 0.29 -1.237
N -3.59878 0.41383 0.93406 0.14 -0.26 0.32 0.259
C -3.76898 0.50448 -0.41470 0.09 -0.20 -0.89 -0.136
C -3.15846 -0.33303 -1.27680 -0.28 0.37 0.08 -1.340
C -2.32981 -1.37725 -0.77137 0.14 -0.09 0.45 1.020
C -1.76745 -2.36815 -1.58872 0.02 -0.05 -0.01 -0.866
C -1.01886 -3.38235 -1.04249 -0.07 0.04 -0.08 -0.352
C -0.78701 -3.42799 0.33354 -0.06 -0.01 0.15 -0.780
C -1.30486 -2.45139 1.15082 -0.01 -0.01 0.06 -0.294
C -2.09065 -1.42612 0.61432 0.16 -0.22 -0.41 0.476
C -2.67953 -0.44140 1.50707 -0.13 0.13 0.10 0.367
O -2.43984 -0.37162 2.71133 0.06 -0.17 0.14 -0.853
H -1.13714 -2.45985 2.21747 0.02 -0.01 0.08 0.502
H -0.20071 -4.23282 0.75227 0.05 -0.05 0.05 0.399
H -0.60048 -4.14665 -1.68103 0.04 -0.05 -0.08 0.429
H -1.94512 -2.33288 -2.65371 -0.01 0.00 -0.11 0.411
H -3.31165 -0.23528 -2.33876 -0.09 0.07 -0.09 0.442
H -4.43120 1.29029 -0.74585 -0.03 0.04 0.01 0.413
H -5.34290 1.48030 1.34005 0.16 0.00 0.05 0.501
H -4.53345 0.73100 2.75187 -0.03 0.05 -0.17 0.381
```
Forces are in eV/Å.

As for the HOMO-LUMO gap: 8.73 eV. The calculation puts the relative energy (zero: lowest compared OMol25 entry of this formula, charge and spin) at 30.5 kJ/mol. The structure (SMILES) is O=C(Cn1ccc2ccccc2c1=O)NCCC(=O)NC1CCN(Cc2ccccc2)CC1.